35
Properties=species:S:1:pos:R:3:lowdin_charge:R:1 method="wB97M-V/def2-TZVPD" homo_lumo_gap_ev=5.26 de_lowest_ev=0.246 charge=-1
Cu -0.42938 0.79623 -0.74203 0.35
C 1.37525 3.14432 -1.30363 -0.42
O 0.05302 3.00520 -0.93877 -0.39
H 1.47418 3.26910 -2.41321 0.04
H 1.80508 4.04529 -0.81512 0.04
H 2.03455 2.25778 -1.12381 0.02
C -2.18631 0.31664 -3.11757 -0.42
O -2.43341 0.94896 -1.91644 -0.41
H -1.99052 0.96996 -3.99587 0.04
H -1.23774 -0.26428 -2.99786 0.02
H -2.94202 -0.43397 -3.44145 0.03
C -1.88037 -2.24401 3.45514 -0.14
O -2.16223 -1.69396 2.20549 -0.18
C -2.02204 -0.27882 2.10881 -0.19
C -0.57800 0.14792 2.13952 -0.19
N 0.12705 -0.25229 0.91202 -0.10
C 1.57451 -0.17709 1.01731 -0.19
C 2.13478 -0.85742 -0.22483 -0.23
O 1.47160 -0.26195 -1.28488 -0.26
C 1.88907 -0.58860 -2.59319 -0.07
H -0.84083 -2.14187 3.79159 0.08
H -2.02597 -3.32628 3.38187 0.08
H -2.56748 -1.91643 4.24696 0.09
H -2.50940 0.21407 2.96132 0.12
H -2.52819 -0.01417 1.18195 0.13
H -0.02769 -0.24069 3.01177 0.11
H -0.44921 1.23332 2.19351 0.14
H -0.11211 -1.22902 0.74510 0.13
H 2.01396 -0.63768 1.91485 0.12
H 1.97105 0.84141 0.95977 0.13
H 1.84908 -1.92739 -0.16604 0.13
H 3.22543 -0.85269 -0.33122 0.13
H 2.86237 -0.12403 -2.79661 0.09
H 1.25516 -0.05812 -3.30342 0.09
H 1.80675 -1.66944 -2.72104 0.09